Record 1
Formula: C46H42AsIN9O2Tl
Source: OMol25
Level of theory: the ωB97M-V functional and the def2-TZVPD basis

Geometry (Å):
Tl (0.09, 0.32, 0.07)
C (-1.68, -0.13, 4.31)
C (-1.39, -0.13, 2.84)
N (-0.24, 0.14, 2.36)
N (0.82, 0.41, 3.16)
C (1.72, 1.16, 2.53)
O (1.53, 1.69, 1.39)
C (2.99, 1.42, 3.24)
C (3.96, 2.22, 2.63)
C (5.18, 2.44, 3.25)
C (5.43, 1.88, 4.50)
C (4.47, 1.08, 5.11)
C (3.25, 0.86, 4.49)
C (-2.48, -0.44, 1.87)
C (-3.73, -0.87, 2.29)
C (-4.71, -1.13, 1.35)
C (-4.43, -0.94, 0.01)
C (-3.17, -0.51, -0.34)
N (-2.23, -0.25, 0.57)
H (-0.83, 0.27, 4.84)
H (-1.86, -1.15, 4.66)
H (-2.57, 0.46, 4.53)
H (3.75, 2.65, 1.66)
H (5.92, 3.06, 2.77)
H (6.38, 2.06, 4.99)
H (4.67, 0.65, 6.08)
H (2.50, 0.24, 4.96)
H (-3.92, -1.02, 3.35)
H (-5.69, -1.47, 1.67)
H (-5.18, -1.13, -0.76)
H (-2.89, -0.35, -1.38)
C (0.32, -10.27, -9.13)
O (0.23, -8.87, -9.40)
C (0.20, -8.03, -8.35)
C (0.26, -8.43, -7.02)
C (0.23, -7.47, -6.02)
C (0.13, -6.12, -6.32)
C (0.06, -5.73, -7.66)
C (0.10, -6.67, -8.67)
C (0.09, -5.09, -5.29)
N (0.04, -3.79, -5.51)
C (0.03, -3.22, -4.27)
C (0.07, -4.17, -3.27)
N (0.11, -5.37, -3.94)
C (0.08, -3.84, -1.89)
C (0.11, -4.76, -0.83)
C (0.12, -4.32, 0.47)
C (0.11, -2.94, 0.71)
N (0.08, -2.06, -0.28)
C (0.05, -2.47, -1.56)
C (-0.02, -1.46, -2.60)
N (-0.09, -0.16, -2.24)
C (-0.13, 0.78, -3.17)
C (-0.13, 0.49, -4.54)
C (-0.07, -0.82, -4.93)
C (-0.02, -1.83, -3.95)
H (0.31, -10.76, -10.10)
H (-0.54, -10.62, -8.55)
H (1.24, -10.51, -8.61)
H (0.34, -9.48, -6.75)
H (0.28, -7.81, -4.99)
H (-0.01, -4.68, -7.90)
H (0.05, -6.39, -9.71)
H (0.13, -6.29, -3.54)
H (0.13, -5.83, -1.04)
H (0.15, -5.01, 1.30)
H (0.12, -2.54, 1.72)
H (-0.18, 1.81, -2.81)
H (-0.17, 1.30, -5.26)
H (-0.06, -1.11, -5.97)
I (6.24, 1.61, -0.79)
C (4.57, 0.46, -0.49)
C (4.49, -0.78, 0.11)
N (3.19, -1.13, 0.11)
N (2.42, -0.19, -0.46)
C (3.25, 0.78, -0.82)
H (5.26, -1.42, 0.52)
H (2.78, -1.98, 0.46)
H (2.88, 1.68, -1.28)
C (0.43, 4.34, -0.72)
As (-0.74, 2.92, -0.14)
C (-1.14, 3.43, 1.67)
C (-2.39, 3.22, -1.17)
C (-3.14, 4.43, -0.72)
C (-4.05, 4.36, 0.34)
C (-4.74, 5.48, 0.76)
C (-4.52, 6.71, 0.14)
C (-3.62, 6.79, -0.92)
C (-2.93, 5.66, -1.34)
H (-0.11, 5.28, -0.59)
H (0.71, 4.22, -1.77)
H (1.32, 4.33, -0.10)
H (-1.62, 4.41, 1.66)
H (-0.19, 3.48, 2.21)
H (-1.79, 2.71, 2.14)
H (-2.99, 2.31, -1.07)
H (-2.07, 3.31, -2.21)
H (-4.23, 3.40, 0.82)
H (-5.44, 5.41, 1.58)
H (-5.06, 7.58, 0.46)
H (-3.45, 7.74, -1.41)
H (-2.24, 5.73, -2.17)

Summary:
**Molecular weight**: 1159.1 g mol⁻¹
**Largest force on an atom**: 0.69 eV Å⁻¹
**Highest occupied orbital energy**: -11.8 eV
**LUMO energy**: -5.5 eV
**Total energy**: -5126.9266 a.u.
**Gap between HOMO and LUMO**: 6.29 eV
**Net charge**: +2

---

Record 2
Formula: C46H42BrN4P2S2Se3TeY
Source: OMol25
Level of theory: the ωB97M-V functional and the def2-TZVPD basis

Geometry (Å):
Y (-0.03, 0.26, 0.12)
C (-4.91, 2.21, -6.52)
S (-4.79, 0.41, -6.50)
C (-3.00, 0.25, -6.68)
C (-2.21, 0.49, -5.40)
C (-2.44, -0.59, -4.36)
N (-1.61, -0.39, -3.19)
P (0.09, -1.03, -2.78)
C (-0.03, -2.31, -4.11)
C (-0.52, -3.58, -3.84)
C (-0.70, -4.52, -4.84)
C (-0.39, -4.20, -6.16)
C (0.11, -2.94, -6.45)
C (0.29, -2.01, -5.44)
C (1.06, 0.31, -3.61)
C (0.53, 1.60, -3.65)
C (1.28, 2.66, -4.14)
C (2.56, 2.45, -4.63)
C (3.09, 1.16, -4.61)
C (2.35, 0.11, -4.09)
P (-2.27, 0.25, -1.80)
C (-3.20, 1.75, -2.28)
C (-2.65, 3.00, -2.04)
C (-3.31, 4.15, -2.44)
C (-4.54, 4.06, -3.07)
C (-5.11, 2.82, -3.30)
C (-4.45, 1.67, -2.91)
C (-3.60, -0.86, -1.27)
C (-4.59, -0.45, -0.38)
C (-5.47, -1.37, 0.16)
C (-5.38, -2.71, -0.19)
C (-4.41, -3.13, -1.10)
C (-3.53, -2.20, -1.63)
H (-5.95, 2.48, -6.34)
H (-4.61, 2.61, -7.48)
H (-4.31, 2.66, -5.73)
H (-2.69, 0.95, -7.46)
H (-2.80, -0.75, -7.07)
H (-2.45, 1.48, -4.98)
H (-1.15, 0.52, -5.65)
H (-2.22, -1.57, -4.81)
H (-3.49, -0.62, -4.07)
H (-0.76, -3.86, -2.82)
H (-1.09, -5.50, -4.59)
H (-0.54, -4.93, -6.94)
H (0.37, -2.68, -7.47)
H (0.68, -1.03, -5.69)
H (-0.47, 1.80, -3.30)
H (0.86, 3.66, -4.13)
H (3.15, 3.27, -5.01)
H (4.09, 0.98, -4.98)
H (2.79, -0.88, -4.04)
H (-1.71, 3.08, -1.51)
H (-2.87, 5.12, -2.24)
H (-5.06, 4.96, -3.38)
H (-6.07, 2.74, -3.79)
H (-4.90, 0.70, -3.09)
H (-4.66, 0.59, -0.09)
H (-6.23, -1.04, 0.86)
H (-6.07, -3.43, 0.23)
H (-4.34, -4.17, -1.38)
H (-2.76, -2.53, -2.32)
Se (2.69, 0.05, -0.34)
Se (0.45, 3.05, 0.06)
Te (1.31, 2.58, 2.42)
Se (0.35, 0.30, 2.91)
Br (-0.57, -3.70, -0.24)
C (-1.51, -3.07, 1.25)
C (-1.93, -4.00, 2.20)
C (-2.65, -3.53, 3.28)
C (-2.92, -2.17, 3.36)
C (-2.43, -1.34, 2.38)
N (-1.71, -1.77, 1.33)
H (-1.69, -5.04, 2.08)
H (-2.99, -4.21, 4.05)
H (-3.49, -1.75, 4.18)
H (-2.60, -0.27, 2.42)
N (0.67, -6.73, 7.23)
C (0.91, -6.14, 6.28)
C (1.22, -5.39, 5.09)
C (1.51, -4.03, 5.18)
C (1.79, -3.31, 4.04)
C (1.79, -3.94, 2.77)
C (1.49, -5.32, 2.71)
C (1.21, -6.03, 3.85)
C (2.03, -3.19, 1.62)
C (2.24, -2.52, 0.61)
H (1.51, -3.54, 6.14)
H (2.00, -2.25, 4.08)
H (1.49, -5.80, 1.74)
H (0.98, -7.09, 3.79)
S (2.13, -2.54, -2.10)
C (2.39, -1.81, -0.56)
C (-2.32, 2.90, 4.30)
C (-2.60, 3.41, 2.88)
C (-2.41, 2.36, 1.90)
N (-2.26, 1.53, 1.12)
H (-2.39, 3.73, 5.00)
H (-1.33, 2.47, 4.35)
H (-3.05, 2.14, 4.59)
H (-1.90, 4.21, 2.61)
H (-3.62, 3.80, 2.77)

Summary:
**Molecular weight**: 1310.2 g mol⁻¹
**Largest force on an atom**: 0.81 eV Å⁻¹
**Highest occupied orbital energy (spin up / spin down)**: -3.1 / -4.0 eV
**LUMO energy (spin up / spin down)**: 2.0 / 1.7 eV
**Total energy**: -13561.0584 a.u.
**Gap between HOMO and LUMO (spin up / spin down)**: 5.16 / 5.73 eV
**Net charge**: -1
**Spin multiplicity**: 2

---

Record 3
Formula: C46H42N9P2RuS3
Source: OMol25
Level of theory: the ωB97M-V functional and the def2-TZVPD basis

Geometry (Å):
Ru (0.23, 0.57, 0.03)
S (5.90, 5.80, 1.30)
N (5.93, 4.18, 1.29)
C (4.74, 3.73, 0.94)
C (4.34, 2.36, 0.87)
C (5.20, 1.31, 1.16)
C (4.69, 0.02, 1.19)
C (3.34, -0.16, 0.93)
N (2.51, 0.80, 0.59)
C (2.97, 2.09, 0.56)
C (2.06, 3.13, 0.27)
N (0.77, 2.81, -0.04)
C (-0.12, 3.78, -0.17)
C (0.18, 5.13, -0.05)
C (1.49, 5.50, 0.21)
C (2.45, 4.50, 0.37)
C (3.81, 4.78, 0.71)
N (4.35, 5.98, 0.88)
H (6.24, 1.51, 1.36)
H (5.32, -0.83, 1.42)
H (2.89, -1.15, 1.04)
H (-1.14, 3.48, -0.38)
H (-0.60, 5.87, -0.14)
H (1.79, 6.53, 0.32)
N (-2.48, 0.49, 1.38)
P (-0.99, 0.21, 2.15)
C (-1.61, -0.46, 3.73)
C (-2.80, -1.19, 3.74)
C (-3.37, -1.57, 4.94)
C (-2.74, -1.26, 6.14)
C (-1.51, -0.61, 6.12)
C (-0.94, -0.22, 4.93)
C (-0.40, 1.85, 2.72)
C (-1.23, 2.97, 2.73)
C (-0.75, 4.18, 3.21)
C (0.54, 4.26, 3.70)
C (1.36, 3.14, 3.72)
C (0.90, 1.95, 3.21)
P (-2.47, 0.96, -0.26)
C (-3.50, 2.48, -0.29)
C (-3.38, 3.35, -1.37)
C (-4.21, 4.45, -1.47)
C (-5.18, 4.68, -0.51)
C (-5.31, 3.81, 0.56)
C (-4.47, 2.71, 0.67)
C (-3.76, -0.16, -0.93)
C (-4.51, 0.21, -2.05)
C (-5.54, -0.59, -2.49)
C (-5.83, -1.78, -1.83)
C (-5.07, -2.17, -0.74)
C (-4.03, -1.37, -0.30)
H (-3.33, 0.55, 1.93)
H (-3.30, -1.44, 2.81)
H (-4.31, -2.10, 4.94)
H (-3.20, -1.53, 7.07)
H (-1.00, -0.40, 7.05)
H (0.00, 0.31, 4.92)
H (-2.25, 2.91, 2.36)
H (-1.38, 5.05, 3.21)
H (0.92, 5.21, 4.08)
H (2.35, 3.20, 4.15)
H (1.54, 1.07, 3.20)
H (-2.63, 3.17, -2.13)
H (-4.11, 5.12, -2.32)
H (-5.83, 5.54, -0.59)
H (-6.08, 3.97, 1.30)
H (-4.60, 2.05, 1.52)
H (-4.30, 1.14, -2.56)
H (-6.13, -0.29, -3.33)
H (-6.65, -2.40, -2.17)
H (-5.29, -3.09, -0.23)
H (-3.42, -1.69, 0.53)
N (-0.87, 1.12, -3.34)
C (0.03, 0.13, -3.24)
N (0.39, -0.43, -2.11)
C (1.32, -1.43, -2.32)
C (1.68, -1.60, -3.62)
S (0.83, -0.51, -4.65)
C (1.85, -2.23, -1.23)
C (3.12, -2.70, -1.19)
S (3.44, -3.61, 0.26)
C (1.82, -3.29, 0.79)
N (1.09, -2.58, -0.12)
N (1.34, -3.72, 1.98)
H (-1.36, 1.40, -2.50)
H (-1.18, 1.42, -4.24)
H (2.38, -2.30, -4.03)
H (3.89, -2.53, -1.91)
H (1.97, -4.25, 2.55)
H (0.67, -3.14, 2.48)
C (-2.25, -3.94, -1.34)
C (-0.74, -3.92, -1.09)
C (-0.31, -5.25, -0.48)
C (-0.37, -2.73, -0.18)
H (-2.49, -4.73, -2.05)
H (-2.60, -3.00, -1.76)
H (-2.78, -4.14, -0.42)
H (-0.23, -3.77, -2.05)
H (-0.82, -5.41, 0.46)
H (0.76, -5.30, -0.31)
H (-0.58, -6.06, -1.15)
H (-0.74, -2.91, 0.83)
H (-0.80, -1.80, -0.57)

Summary:
**Molecular weight**: 980.1 g mol⁻¹
**Largest force on an atom**: 2.66 eV Å⁻¹
**Highest occupied orbital energy (spin up / spin down)**: -11.7 / -11.3 eV
**LUMO energy (spin up / spin down)**: -5.1 / -5.2 eV
**Total energy**: -4242.6841 a.u.
**Gap between HOMO and LUMO (spin up / spin down)**: 6.64 / 6.11 eV
**Net charge**: +2
**Spin multiplicity**: 2

---

Record 4
Formula: C46H42O15
Source: OMol25
Level of theory: the ωB97M-V functional and the def2-TZVPD basis

Geometry (Å):
C (1.59, 0.61, 0.03)
C (2.87, 0.03, 0.70)
C (3.41, 0.86, 1.88)
C (4.45, 1.95, 1.47)
C (3.98, 2.71, 0.22)
C (4.69, 4.04, -0.12)
C (4.78, 4.19, -1.67)
C (3.63, 5.00, -2.23)
C (2.79, 4.47, -3.38)
O (1.95, 5.62, -3.57)
C (2.61, 6.70, -3.09)
O (2.19, 7.80, -2.96)
O (3.91, 6.30, -2.81)
H (0.90, -0.20, -0.18)
H (1.14, 1.41, 0.63)
H (1.92, 1.11, -0.89)
H (2.57, -0.94, 1.12)
H (3.63, -0.20, -0.05)
H (3.97, 0.16, 2.52)
H (2.61, 1.28, 2.50)
H (5.42, 1.47, 1.34)
H (4.57, 2.64, 2.32)
H (2.91, 2.93, 0.38)
H (4.00, 2.00, -0.62)
H (5.66, 4.14, 0.35)
H (4.02, 4.85, 0.20)
H (4.78, 3.22, -2.17)
H (5.71, 4.73, -1.87)
H (2.86, 5.26, -1.48)
H (3.34, 4.42, -4.33)
H (2.28, 3.51, -3.24)
C (8.48, 1.92, 0.82)
C (9.69, 1.36, 0.79)
C (10.68, 1.60, 1.87)
O (11.78, 1.09, 1.84)
C (10.26, 2.48, 2.99)
C (9.06, 3.04, 3.03)
C (8.07, 2.80, 1.94)
O (6.97, 3.30, 1.97)
H (7.74, 1.76, 0.04)
H (10.00, 0.71, -0.02)
H (11.00, 2.64, 3.77)
H (8.74, 3.68, 3.83)
C (-3.04, -0.88, -0.83)
C (-3.80, 0.15, -1.22)
C (-3.86, 1.41, -0.44)
O (-4.54, 2.34, -0.80)
C (-3.04, 1.48, 0.80)
C (-2.29, 0.46, 1.19)
C (-2.23, -0.80, 0.41)
O (-1.54, -1.73, 0.77)
H (-2.99, -1.81, -1.38)
H (-4.40, 0.11, -2.12)
H (-3.10, 2.41, 1.35)
H (-1.69, 0.50, 2.09)
C (-1.58, -7.32, -1.70)
C (-2.33, -6.30, -2.10)
C (-2.39, -5.04, -1.32)
O (-3.08, -4.11, -1.68)
C (-1.57, -4.97, -0.08)
C (-0.82, -5.99, 0.32)
C (-0.76, -7.25, -0.47)
O (-0.07, -8.18, -0.11)
H (-1.52, -8.25, -2.26)
H (-2.93, -6.34, -3.00)
H (-1.63, -4.04, 0.48)
H (-0.22, -5.95, 1.22)
C (-7.11, 1.16, 3.61)
C (-5.91, 0.60, 3.58)
C (-4.91, 0.85, 4.65)
O (-3.81, 0.34, 4.63)
C (-5.31, 1.76, 5.75)
C (-6.51, 2.33, 5.78)
C (-7.51, 2.07, 4.71)
O (-8.61, 2.59, 4.74)
H (-7.85, 0.99, 2.84)
H (-5.60, -0.07, 2.79)
H (-4.57, 1.94, 6.52)
H (-6.82, 3.00, 6.57)
C (-5.79, -11.30, -0.01)
C (-5.48, -10.29, -0.83)
C (-4.19, -9.57, -0.70)
O (-3.90, -8.66, -1.45)
C (-3.25, -10.01, 0.37)
C (-3.57, -11.01, 1.19)
C (-4.86, -11.73, 1.06)
O (-5.14, -12.65, 1.81)
H (-6.72, -11.83, -0.08)
H (-6.14, -9.96, -1.62)
H (-2.32, -9.47, 0.44)
H (-2.90, -11.34, 1.97)
C (-1.87, 5.30, -5.42)
C (-3.18, 5.27, -5.66)
C (-4.16, 5.15, -4.56)
O (-5.35, 5.12, -4.78)
C (-3.64, 5.08, -3.17)
C (-2.33, 5.11, -2.93)
C (-1.34, 5.23, -4.03)
O (-0.15, 5.26, -3.81)
H (-1.13, 5.39, -6.21)
H (-3.58, 5.33, -6.67)
H (-4.37, 4.99, -2.38)
H (-1.92, 5.06, -1.93)

Summary:
**Molecular weight**: 834.8 g mol⁻¹
**Largest force on an atom**: 2.36 eV Å⁻¹
**Highest occupied orbital energy**: -10.0 eV
**LUMO energy**: -1.7 eV
**Total energy**: -2906.3991 a.u.
**Gap between HOMO and LUMO**: 8.24 eV
**Net charge**: 0
**SMILES string**: CCCCCCC[C@@H]1COC(=O)O1.O=C1C=CC(=O)C=C1.O=C1C=CC(=O)C=C1.O=C1C=CC(=O)C=C1.O=C1C=CC(=O)C=C1.O=C1C=CC(=O)C=C1.O=C1C=CC(=O)C=C1